Entry w
An isolated molecule of CH3N3O2S. Source: the OMol25 dataset; level of theory: ωB97M-V/def2-TZVPD.

```
10
Properties=species:S:1:pos:R:3:mulliken_charge:R:1
H 0.41 -2.47 -0.55 0.239
N 0.34 -1.51 -0.21 -0.678
N -0.02 -0.66 -1.04 0.887
O -0.20 -0.87 -2.25 -0.617
C 0.04 0.76 -0.50 -0.444
S 0.89 0.72 1.11 0.064
N -0.56 0.88 1.98 0.143
O -0.56 0.87 3.18 -0.353
H 0.57 1.18 -1.28 0.407
H -0.90 1.10 -0.43 0.353
```

Multiplicity: 1
Structure (SMILES): [H]/N=[N+](\[O-])CSN=O
Gap between HOMO and LUMO: 9.1 eV

Entry x
An isolated molecule of CH3N3O2S. Source: the OMol25 dataset; level of theory: ωB97M-V/def2-TZVPD.

```
10
Properties=species:S:1:pos:R:3:mulliken_charge:R:1
O -1.98 0.94 1.04 -0.550
S -1.29 0.29 -0.05 0.924
O -1.97 0.34 -1.30 -0.526
N -0.74 -1.49 0.25 -0.074
N 0.48 -1.51 0.24 -0.169
C 1.19 -0.32 0.03 -0.189
N 0.34 0.81 -0.24 -0.372
H 1.96 -0.08 0.67 0.418
H 1.65 -0.67 -0.90 0.203
H 0.37 1.68 0.26 0.336
```

Multiplicity: 1
Structure (SMILES): O=S1(=O)N=NCN1
Gap between HOMO and LUMO: 10.3 eV

Entry y
A structure of composition CH3N3O2S. Source: the OMol25 dataset; level of theory: ωB97M-V/def2-TZVPD.

```
10
Properties=species:S:1:pos:R:3:mulliken_charge:R:1
C -0.52 -0.99 -0.33 -0.203
N 1.93 3.29 0.73 -0.011
N 1.19 2.89 0.02 0.017
N 0.39 -0.71 0.52 -0.391
O 2.83 -1.62 -1.05 -0.448
O 2.56 0.72 -0.16 -0.376
S 2.69 -0.68 0.06 0.656
H -1.41 -0.33 -0.38 0.231
H -0.36 -1.51 -1.27 0.257
H 0.26 -0.08 1.27 0.267
```

Multiplicity: 1
Gap between HOMO and LUMO: 10.1 eV

entry y is the most stable structure; the next one sits 1.999 eV above it.

Entry w
A cluster of 3 separate species, C3H11O3 in total. Source: the OMol25 dataset; level of theory: ωB97M-V/def2-TZVPD.

```
17
Properties=species:S:1:pos:R:3:mulliken_charge:R:1
C -0.56 0.38 0.33 -0.126
O 0.41 1.35 0.13 -0.866
C -0.36 -0.72 -0.74 -0.423
C -1.18 -2.03 -0.56 -1.305
H -1.63 0.81 0.03 0.074
H -0.48 -0.11 1.31 0.244
H 0.76 -1.17 -0.66 0.263
H -0.25 -0.25 -1.74 0.321
H -0.94 -2.68 0.17 0.401
H -1.26 -2.70 -1.45 0.331
H -2.25 -1.81 -0.29 0.295
H 3.21 0.27 -0.47 0.242
H 1.59 0.78 -0.56 0.352
O 2.49 0.38 -1.13 -0.792
H -0.09 3.16 1.72 0.255
H 0.34 1.83 1.58 0.504
O 0.20 2.49 2.34 -0.772
```

Total charge: -1
Multiplicity: 1
Gap between HOMO and LUMO: 8.3 eV

Entry x
A cluster of 3 separate species, C3H11O3 in total. Source: the OMol25 dataset; level of theory: ωB97M-V/def2-TZVPD.

```
17
Properties=species:S:1:pos:R:3:mulliken_charge:R:1
C -0.02 -0.37 -0.35 -0.594
O 0.92 0.10 -1.28 -0.689
C -0.56 0.65 0.69 -0.163
C -1.20 -0.09 1.86 -1.243
H -0.89 -0.69 -0.94 0.430
H 0.36 -1.23 0.19 0.243
H 0.08 1.48 0.99 0.310
H -1.41 1.18 0.23 0.220
H -1.67 0.65 2.50 0.370
H -1.86 -0.88 1.52 0.296
H -0.43 -0.63 2.43 0.314
H -1.31 -0.11 -3.36 0.147
H 0.48 0.01 -2.22 0.413
O -0.43 -0.45 -3.27 -1.044
H 2.45 -0.38 -0.23 0.366
H 2.53 0.82 0.68 0.292
O 2.94 -0.04 0.55 -0.667
```

Total charge: -1
Multiplicity: 1
Gap between HOMO and LUMO: 7.5 eV

entry x is the most stable structure; the next one sits 0.524 eV above it.

Entry w
A cluster of 17 separate species, H34O17 in total. Source: the OMol25 dataset; level of theory: ωB97M-V/def2-TZVPD.

```
51
Properties=species:S:1:pos:R:3:mulliken_charge:R:1
O 2.07 -3.19 -3.44 -0.629
H 2.33 -2.90 -4.33 0.299
H 2.95 -3.54 -3.23 0.322
O 4.69 -1.14 1.58 -0.650
H 5.41 -1.20 2.21 0.301
H 4.14 -0.49 2.03 0.335
O -3.27 -3.07 -1.11 -0.545
H -2.84 -2.75 -1.91 0.291
H -4.13 -3.33 -1.47 0.289
O -0.65 -0.57 4.76 -0.700
H -0.80 -1.46 4.44 0.383
H -0.94 0.03 4.06 0.338
O 0.78 -2.73 4.03 -0.598
H 1.40 -3.26 4.53 0.273
H 0.92 -1.81 4.30 0.308
O -2.33 1.24 3.53 -0.615
H -2.69 1.78 2.82 0.284
H -2.47 1.66 4.38 0.293
O -0.23 2.47 -3.94 -0.565
H 0.09 1.57 -3.93 0.251
H 0.25 2.91 -3.24 0.320
O 0.49 0.07 2.34 -0.530
H 0.09 -0.72 1.96 0.311
H 1.07 0.31 1.60 0.225
O 1.27 0.87 -1.91 -0.595
H 1.84 0.15 -1.63 0.268
H 0.39 0.51 -2.07 0.327
O -2.69 0.79 -4.17 -0.558
H -2.45 -0.11 -4.36 0.287
H -3.47 1.10 -4.63 0.291
O 2.81 0.32 3.22 -0.593
H 2.56 1.05 3.81 0.281
H 2.03 -0.16 3.53 0.365
O -1.69 -3.23 1.26 -0.591
H -1.01 -3.60 0.68 0.302
H -2.39 -3.85 1.04 0.266
O 2.47 2.67 1.38 -0.596
H 1.59 2.67 1.76 0.312
H 3.00 3.34 1.82 0.277
O -3.99 4.54 0.98 -0.618
H -3.55 3.69 0.98 0.291
H -3.92 4.90 0.09 0.334
O 0.00 -2.12 -1.82 -0.652
H 0.58 -2.81 -2.17 0.364
H 0.24 -1.92 -0.92 0.255
O -3.49 3.35 -1.74 -0.624
H -3.41 2.53 -2.26 0.290
H -2.53 3.33 -1.58 0.314
O 3.54 0.61 -4.54 -0.626
H 2.98 1.34 -4.81 0.329
H 2.99 0.14 -3.90 0.309
```

Multiplicity: 1
Gap between HOMO and LUMO: 10.6 eV

Entry x
A cluster of 17 separate species, H34O17 in total. Source: the OMol25 dataset; level of theory: ωB97M-V/def2-TZVPD.

```
51
Properties=species:S:1:pos:R:3:mulliken_charge:R:1
O 1.68 -1.28 -2.36 -0.598
H 0.80 -1.63 -2.21 0.257
H 2.13 -1.96 -2.86 0.282
O -1.16 2.13 5.22 -0.622
H -2.02 1.93 5.60 0.288
H -1.12 1.59 4.43 0.322
O -1.35 0.25 2.47 -0.571
H -0.95 0.49 1.63 0.434
H -1.94 -0.47 2.26 0.219
O 6.32 -0.18 0.57 -0.605
H 5.54 -0.01 1.09 0.311
H 6.01 -0.14 -0.34 0.305
O -0.45 4.07 -2.26 -0.697
H -0.69 4.91 -1.86 0.331
H 0.44 3.90 -1.96 0.310
O 1.60 -4.23 1.75 -0.623
H 1.23 -4.99 1.28 0.310
H 2.51 -4.20 1.47 0.316
O 3.16 0.51 -0.76 -0.582
H 2.83 -0.30 -1.15 0.308
H 3.39 1.06 -1.51 0.298
O -3.07 -2.55 0.62 -0.612
H -3.76 -1.90 0.70 0.281
H -2.92 -2.85 1.52 0.296
O -3.71 -1.25 -4.18 -0.688
H -4.40 -1.82 -3.84 0.310
H -2.90 -1.63 -3.84 0.332
O -1.41 -2.28 -1.64 -0.600
H -2.09 -2.41 -0.98 0.250
H -1.37 -3.11 -2.11 0.327
O 4.56 2.48 0.83 -0.606
H 4.65 2.56 1.78 0.314
H 3.71 2.07 0.70 0.299
O -2.09 2.04 -1.35 -0.732
H -1.41 1.42 -1.11 0.368
H -1.62 2.76 -1.77 0.428
O 1.24 4.17 2.30 -0.642
H 1.56 4.93 2.79 0.297
H 1.76 4.17 1.50 0.308
O 1.37 1.42 3.19 -0.612
H 0.66 0.81 3.00 0.307
H 1.05 2.27 2.89 0.346
O -0.21 -0.03 0.01 -0.619
H -0.54 -0.70 -0.60 0.310
H 0.75 -0.09 -0.07 0.246
O -4.17 1.42 -3.32 -0.643
H -3.89 0.54 -3.60 0.356
H -3.45 1.73 -2.77 0.409
O -2.04 -5.39 -0.04 -0.599
H -1.50 -4.71 -0.45 0.253
H -2.75 -5.53 -0.66 0.322
```

Multiplicity: 1
Gap between HOMO and LUMO: 9.3 eV

entry x is the most stable structure; the next one sits 1.655 eV above it.

Entry w
A cluster of 17 separate species, H34O17 in total. Source: the OMol25 dataset; level of theory: ωB97M-V/def2-TZVPD.

```
51
Properties=species:S:1:pos:R:3:mulliken_charge:R:1
O 4.45 0.83 -0.62 -0.670
H 4.48 0.11 0.06 0.425
H 5.32 1.29 -0.61 0.260
O 0.63 -1.41 1.10 -0.738
H 0.03 -1.01 0.44 0.407
H 1.14 -2.13 0.67 0.381
O -1.58 3.35 -2.12 -0.740
H -1.48 4.31 -2.20 0.309
H -0.77 3.16 -1.58 0.453
O 1.81 1.50 -0.72 -0.550
H 2.79 1.49 -0.85 0.381
H 1.44 0.90 -1.41 0.178
O 0.72 -0.16 -2.63 -0.632
H 0.37 0.68 -2.98 0.282
H -0.06 -0.51 -2.14 0.461
O -2.79 -0.96 2.78 -0.737
H -2.21 -1.56 2.25 0.544
H -3.08 -1.49 3.53 0.285
O 4.09 -0.70 1.54 -0.755
H 4.05 -1.63 1.30 0.300
H 3.22 -0.36 1.78 0.363
O 2.58 -1.89 -2.28 -0.714
H 3.05 -1.15 -1.88 0.316
H 2.33 -1.64 -3.17 0.282
O -1.24 -0.80 -0.81 -0.771
H -1.55 0.07 -0.48 0.475
H -1.89 -1.39 -1.22 0.218
O -4.06 -0.62 0.38 -0.711
H -3.97 -0.77 1.35 0.336
H -3.66 0.22 0.06 0.372
O 2.43 -3.19 0.02 -0.615
H 2.26 -2.86 -0.89 0.416
H 2.36 -4.15 -0.01 0.272
O 0.32 3.77 -0.38 -0.652
H -0.11 3.98 0.47 0.379
H 1.16 3.33 -0.47 0.292
O -1.41 -2.94 1.78 -0.727
H -1.34 -2.67 0.87 0.325
H -0.50 -2.84 2.07 0.356
O -0.67 3.03 1.80 -0.721
H 0.12 2.39 1.97 0.494
H -1.29 2.90 2.52 0.257
O -4.22 -2.77 -1.19 -0.665
H -5.05 -3.19 -1.40 0.282
H -4.28 -1.99 -0.59 0.464
O -2.58 1.55 -0.39 -0.765
H -2.54 2.24 -1.09 0.322
H -2.57 2.11 0.41 0.263
O 1.33 1.46 1.98 -0.790
H 0.92 0.57 2.00 0.342
H 1.48 1.55 1.00 0.459
```

Multiplicity: 1
Gap between HOMO and LUMO: 10.7 eV

Entry x
A cluster of 17 separate species, H34O17 in total. Source: the OMol25 dataset; level of theory: ωB97M-V/def2-TZVPD.

```
51
Properties=species:S:1:pos:R:3:mulliken_charge:R:1
O -0.75 -1.28 -1.62 -0.707
H -0.62 -2.20 -1.41 0.284
H -1.32 -1.28 -2.39 0.189
O 1.57 1.62 -4.56 -0.624
H 1.40 0.96 -3.90 0.420
H 1.86 2.39 -4.07 0.268
O -0.80 -4.07 -1.49 -0.683
H -1.72 -4.34 -1.41 0.320
H -0.60 -4.18 -2.42 0.316
O 1.44 0.40 -2.15 -0.639
H 0.79 -0.25 -1.90 0.388
H 1.56 0.94 -1.37 0.369
O 1.52 1.95 4.56 -0.624
H 1.21 2.56 5.24 0.320
H 2.33 2.33 4.24 0.308
O -2.08 -2.12 -4.13 -0.627
H -2.02 -2.05 -5.08 0.264
H -2.90 -2.59 -3.98 0.311
O -4.44 1.01 1.16 -0.634
H -4.22 0.64 2.01 0.302
H -4.85 1.85 1.36 0.322
O 3.75 -1.40 -2.11 -0.674
H 4.58 -1.19 -2.53 0.310
H 3.16 -0.69 -2.37 0.391
O -0.52 2.47 2.35 -0.711
H -0.01 2.03 3.03 0.282
H -0.30 2.00 1.54 0.381
O -1.97 4.57 1.44 -0.622
H -1.51 5.34 1.77 0.285
H -1.39 3.83 1.66 0.452
O -3.75 0.03 -3.67 -0.645
H -3.10 -0.66 -3.57 0.375
H -3.58 0.63 -2.94 0.405
O -4.00 2.05 -1.45 -0.678
H -3.69 1.63 -0.65 0.355
H -3.56 2.90 -1.46 0.307
O 4.54 2.30 3.65 -0.620
H 4.89 1.84 2.89 0.309
H 5.20 2.19 4.33 0.313
O 1.04 -4.83 2.42 -0.615
H 0.15 -5.16 2.28 0.310
H 1.05 -3.98 1.99 0.301
O 0.17 -1.36 4.18 -0.629
H 0.41 -0.50 4.52 0.318
H 1.00 -1.79 4.01 0.297
O 2.63 -1.49 0.60 -0.545
H 3.37 -1.80 1.11 0.266
H 2.91 -1.57 -0.31 0.313
O 0.33 0.49 0.30 -0.701
H 0.94 -0.14 0.68 0.220
H -0.10 0.00 -0.41 0.405
```

Multiplicity: 1
Gap between HOMO and LUMO: 10.3 eV

Entry y
A cluster of 17 separate species, H34O17 in total. Source: the OMol25 dataset; level of theory: ωB97M-V/def2-TZVPD.

```
51
Properties=species:S:1:pos:R:3:mulliken_charge:R:1
O -1.51 -1.18 -3.45 -0.659
H -1.62 -1.68 -2.67 0.316
H -0.86 -0.52 -3.14 0.393
O -1.05 2.90 -0.03 -0.797
H -1.71 2.40 -0.50 0.284
H -1.06 2.59 0.85 0.391
O 3.07 1.56 -1.99 -0.759
H 2.37 1.87 -1.38 0.548
H 3.89 2.02 -1.74 0.271
O -2.48 1.22 -1.72 -0.629
H -3.41 1.15 -1.77 0.270
H -2.20 0.75 -2.47 0.291
O 3.29 -0.58 -0.32 -0.731
H 2.86 -0.26 0.49 0.387
H 3.31 0.12 -1.02 0.394
O 1.78 2.26 0.19 -0.744
H 0.80 2.38 0.19 0.212
H 1.87 1.73 0.94 0.403
O -1.29 -3.24 1.79 -0.546
H -2.23 -3.31 2.01 0.283
H -1.25 -3.05 0.86 0.247
O -2.57 -0.73 2.71 -0.604
H -3.08 -1.32 3.27 0.298
H -2.81 -0.99 1.83 0.300
O 2.35 0.40 2.09 -0.686
H 1.66 -0.16 2.44 0.342
H 2.73 0.80 2.85 0.296
O 0.54 0.62 -2.66 -0.588
H 1.13 0.40 -3.36 0.264
H 0.57 1.54 -2.65 0.154
O 1.63 -2.94 1.58 -0.634
H 1.30 -2.63 0.74 0.349
H 1.82 -3.87 1.46 0.260
O -2.52 -0.97 -0.02 -0.754
H -2.65 -0.24 -0.63 0.338
H -2.33 -1.79 -0.58 0.287
O -0.02 -0.09 0.01 0.582
H -0.10 0.54 -0.70 -0.250
H -0.89 -0.48 0.01 0.421
O 0.78 -2.39 -0.95 -0.676
H 0.72 -1.48 -0.81 0.447
H -0.13 -2.73 -1.18 0.289
O -0.44 1.58 2.42 -0.717
H -1.26 1.24 2.62 0.329
H 0.09 0.80 2.24 0.227
O 0.61 3.30 -2.20 -0.769
H 0.10 3.25 -1.35 0.482
H -0.05 3.28 -2.91 0.268
O 0.25 -1.07 3.11 -0.808
H -0.69 -1.25 2.88 0.395
H 0.66 -1.77 2.62 0.333
```

Multiplicity: 1
Gap between HOMO and LUMO: 8.3 eV

entry w is the most stable structure; the next one sits 1.210 eV above it.

Entry w
A cluster of 3 separate species, C3H11N2O2 in total. Source: the OMol25 dataset; level of theory: ωB97M-V/def2-TZVPD.

```
18
Properties=species:S:1:pos:R:3:mulliken_charge:R:1
N 2.82 -0.93 0.12 -0.678
C -0.94 -0.81 0.57 0.221
C -2.21 -0.05 1.06 -0.961
C -0.58 -0.63 -0.80 0.548
N -1.33 0.36 -1.54 -0.488
O 0.33 -1.27 -1.46 -0.497
H 3.91 -0.90 -0.11 0.278
H 2.58 -1.94 0.26 0.259
H 2.38 -0.53 -0.73 0.248
H -0.66 -1.62 1.24 0.387
H -3.08 -0.68 1.40 0.391
H -2.72 0.43 0.19 0.332
H -2.02 0.69 1.96 0.343
H -1.47 1.36 -1.16 0.304
H -1.00 0.38 -2.56 0.315
H 1.34 1.37 0.95 0.325
H 1.54 2.84 0.42 0.315
O 1.12 1.93 0.20 -0.642
```

Total charge: +1
Multiplicity: 1
Gap between HOMO and LUMO: 4.8 eV

Entry x
A cluster of 2 separate species, C3H11N2O2 in total. Source: the OMol25 dataset; level of theory: ωB97M-V/def2-TZVPD.

```
18
Properties=species:S:1:pos:R:3:mulliken_charge:R:1
N 0.28 1.67 1.00 -0.291
C -0.71 0.85 0.20 -0.024
C -0.52 1.13 -1.29 -1.394
C -0.35 -0.59 0.58 0.579
N -1.20 -1.61 0.44 -0.343
O 0.68 -0.75 1.23 -0.605
H 1.02 1.02 1.35 0.343
H -0.20 2.00 1.84 0.342
H 0.54 2.48 0.44 0.338
H -1.72 1.15 0.48 0.358
H -0.92 2.10 -1.58 0.422
H -1.05 0.40 -1.89 0.356
H 0.57 1.08 -1.46 0.429
H -1.00 -2.52 0.83 0.288
H -1.99 -1.63 -0.19 0.204
H 3.01 -1.97 -0.70 0.301
H 1.51 -2.79 -0.59 0.291
O 2.05 -2.01 -0.69 -0.595
```

Total charge: +1
Multiplicity: 1
Gap between HOMO and LUMO: 10.8 eV

Entry y
A cluster of 2 separate species, C3H11N2O2 in total. Source: the OMol25 dataset; level of theory: ωB97M-V/def2-TZVPD.

```
18
Properties=species:S:1:pos:R:3:mulliken_charge:R:1
N -2.08 -0.69 0.04 -0.112
C -0.93 -1.33 -0.24 -0.426
C 0.24 -0.20 -0.28 0.229
N 1.54 -0.80 -0.39 -0.231
C 2.63 0.13 -0.72 -0.815
O 0.08 0.61 0.67 -0.569
H -2.96 -0.95 -0.37 0.281
H 0.06 0.25 -1.28 0.310
H -2.08 0.08 0.72 0.228
H -1.03 -1.81 -1.21 0.384
H -0.60 -2.10 0.47 0.284
H 1.76 -1.24 0.51 0.337
H 2.55 0.44 -1.76 0.315
H 2.53 1.02 -0.08 0.363
H 3.57 -0.37 -0.51 0.334
H -1.13 1.83 1.36 0.405
H -2.15 2.93 1.83 0.333
O -2.00 2.20 1.22 -0.651
```

Total charge: +1
Multiplicity: 1
Gap between HOMO and LUMO: 5.8 eV

entry x is the most stable structure; the next one sits 4.739 eV above it.

Entry w
A structure of composition C8H11N3O. Source: the OMol25 dataset; level of theory: ωB97M-V/def2-TZVPD.

```
23
Properties=species:S:1:pos:R:3:mulliken_charge:R:1
C -0.88 2.07 0.29 -0.537
C 0.78 0.65 -0.67 0.315
C 2.04 1.00 0.12 -0.607
C 3.07 0.09 0.06 -0.212
C 2.77 -1.40 0.01 -0.451
C 1.32 -1.66 -0.24 -0.099
C 0.38 -0.72 -0.57 0.072
C -1.88 -0.98 0.09 0.567
H -0.58 0.85 1.15 0.392
H -0.43 3.42 0.49 0.201
H -2.34 2.24 0.42 0.162
H 2.42 1.97 0.18 0.357
H 4.14 0.44 0.49 0.243
H 3.32 -2.39 0.37 0.271
H 0.73 -2.62 -0.20 0.303
H -1.33 -1.31 -1.67 0.298
H -3.10 0.01 -1.22 0.339
H -3.61 0.03 0.25 0.392
H -0.85 -0.84 1.71 0.335
N -0.94 -1.36 -0.77 -0.212
N -3.14 -0.78 -0.43 -0.803
N -1.74 -0.42 1.27 -0.868
O -0.15 1.70 -1.14 -0.460
```

Multiplicity: 1
Gap between HOMO and LUMO: 8.9 eV

Entry x
A cluster of 2 separate species, C8H11N3O in total. Source: the OMol25 dataset; level of theory: ωB97M-V/def2-TZVPD.

```
23
Properties=species:S:1:pos:R:3:mulliken_charge:R:1
C 3.11 -1.07 -1.26 0.210
C 1.10 -3.29 0.12 -0.097
C 1.67 -0.99 -1.65 0.573
C -0.96 0.91 0.97 -0.777
C -1.46 -0.09 -0.11 -0.551
C 0.35 0.34 1.36 -0.726
C -0.53 -0.17 -1.26 -0.860
C 1.26 0.53 0.15 -0.638
N 4.26 -1.01 -1.28 -0.435
N 1.94 -3.94 -0.42 -0.194
N 0.80 -0.39 -0.84 0.292
O 1.36 -1.55 -2.69 -0.616
H -0.91 1.83 0.45 0.354
H -1.69 0.94 1.70 0.368
H -1.68 -1.10 0.26 0.330
H -2.61 0.10 -0.52 0.304
H 0.75 0.81 2.26 0.373
H 0.28 -0.67 1.49 0.372
H -0.85 -0.95 -2.09 0.389
H -0.55 0.74 -1.89 0.333
H 1.30 1.50 -0.13 0.331
H 2.30 0.26 0.59 0.356
H 2.73 -4.20 -0.97 0.309
```

Multiplicity: 1
Gap between HOMO and LUMO: 10.5 eV

entry x is the most stable structure; the next one sits 6.970 eV above it.